# C27H35ClCrN4O4P2

A structure of composition C27H35ClCrN4O4P2 in a non-equilibrium geometry (ωB97M-V with the def2-TZVPD basis set, the OMol25 dataset).

Geometry as XYZ:
```
74
Properties=species:S:1:pos:R:3:forces:R:3
Cr 0.37659 -0.28039 -0.86762 -0.203 -2.003 3.814
Cl -0.28596 0.35804 3.03272 0.139 -0.471 -0.686
P 1.32578 -1.02381 -8.03075 2.206 -0.305 -2.406
P -1.78626 -0.74382 -7.73814 -2.092 1.460 -1.237
O -0.58882 -0.09790 1.61056 0.278 0.434 0.721
O -0.32272 -0.80290 3.89468 -0.035 0.808 -0.684
O 1.03836 0.95641 3.03117 -0.815 -0.273 -0.123
O -1.29665 1.32276 3.40563 0.551 -0.471 -0.289
N 2.79811 -0.07497 -8.10639 0.270 0.867 0.531
N -3.47633 -1.01952 -8.20775 -0.257 -0.898 -0.198
N -1.96954 1.00043 -7.54639 0.895 0.520 0.477
N 1.98181 -2.34693 -9.06576 -0.702 -0.548 0.283
C -5.41423 -1.08211 -9.39670 1.211 0.095 0.666
C 0.30399 0.09543 -3.72432 -0.095 -0.344 -0.093
C -1.00796 0.73943 -3.24655 -0.262 0.088 -0.538
C 2.72867 -4.42192 -9.60696 -0.373 0.850 0.525
C 3.45979 0.44691 -9.22221 0.489 0.526 0.839
C -5.27480 -2.32484 -8.68709 0.799 0.398 0.207
C 3.42677 0.43623 -6.95957 0.390 0.362 -1.030
C -2.17330 3.23372 -7.86158 0.077 -1.008 -0.062
C -1.07533 1.43868 -0.72201 -2.533 -0.016 -2.286
C 1.30534 -1.86735 0.08132 0.615 0.420 -0.458
C 1.59249 1.22397 -1.79458 1.119 -0.744 -2.025
C 4.49789 1.26355 -8.79066 -1.014 -0.736 0.218
C -4.29870 -0.30967 -9.09352 -0.446 -0.979 0.109
C 0.38999 -0.14254 -9.39201 -0.192 0.003 0.360
C 2.17282 -3.65079 -8.59087 0.332 0.131 -1.031
C -1.39233 0.56861 -1.79512 -0.930 2.162 1.595
C 2.87595 -3.57635 -10.75436 -0.535 0.851 0.924
C -1.05005 -0.67884 -9.44420 0.216 -0.363 0.098
C -1.74330 1.63267 -6.32115 -0.348 0.597 -0.801
C 2.40057 -2.31891 -10.39723 0.108 -0.966 0.156
C -2.19263 1.99773 -8.49229 0.097 0.555 0.655
C 1.40967 0.15284 -2.70589 1.432 1.962 0.103
C 4.47064 1.26157 -7.35564 -0.740 -0.628 -0.065
C -4.08446 -2.26719 -7.97927 -0.465 0.782 -0.603
C 0.88995 2.56194 -1.83815 -0.298 0.619 0.091
C -0.27250 2.68836 -0.84195 0.933 -0.033 0.410
C -1.88671 3.00411 -6.47897 0.052 -1.024 -0.120
H 0.87074 -0.25022 -10.37418 -0.105 0.035 0.448
H -2.35337 4.18916 -8.33284 0.056 -0.127 0.002
H -1.80576 3.74715 -5.69446 0.016 -0.143 -0.172
H -1.68816 1.42918 0.18739 0.368 -0.678 -0.329
H -1.81246 0.24930 -3.80948 0.110 0.244 0.176
H 2.31450 -2.08719 -0.29887 -0.292 -0.244 0.213
H -3.59783 -2.97210 -7.32226 -0.129 -0.042 -0.049
H -4.03615 0.68160 -9.41923 -0.134 -0.109 0.060
H 1.63034 3.31772 -1.54724 -0.058 -0.179 -0.226
H -2.30379 -0.03319 -1.66656 0.685 -0.179 0.397
H 5.19169 1.79677 -9.42768 -0.135 -0.107 0.100
H 3.06190 0.14288 -5.98581 0.113 0.088 -0.044
H 2.26081 -0.51609 -2.90610 -0.481 0.056 0.607
H 0.39786 0.92961 -9.13815 -0.045 -0.275 0.023
H 3.28538 -3.84656 -11.71673 -0.080 0.039 0.090
H 1.34414 -1.61040 1.16047 -0.056 -0.132 -0.686
H 1.87849 -3.89556 -7.57970 0.124 -0.038 -0.118
H -1.50616 1.02568 -5.46803 -0.114 0.148 -0.161
H 0.63434 -2.73228 -0.07455 0.203 0.193 0.046
H 3.14292 0.20703 -10.22417 0.120 0.083 0.195
H -1.66398 -0.09962 -10.14667 0.070 -0.223 0.298
H -2.33264 1.75501 -9.53430 0.006 0.152 0.165
H -5.96756 -3.15587 -8.70980 0.140 0.123 0.079
H -6.22620 -0.79397 -10.04988 0.103 0.006 0.130
H 5.14171 1.80440 -6.70380 -0.107 -0.143 -0.042
H 0.60202 0.56399 -4.67631 0.156 0.065 0.276
H -1.00554 1.79597 -3.55005 -0.185 -0.291 0.286
H -1.06046 -1.72362 -9.79434 0.041 0.214 0.011
H 0.53732 2.83685 -2.84087 0.321 -0.315 0.183
H 0.12827 -0.95451 -4.00395 0.051 0.161 0.231
H 2.53284 1.28328 -1.22130 -0.444 -0.572 -0.215
H 3.00270 -5.46542 -9.54092 -0.074 0.132 0.053
H 0.12985 2.91737 0.15721 -0.114 -0.030 -0.226
H 2.30987 -1.42969 -11.00127 0.095 -0.241 0.070
H -0.90000 3.54991 -1.11829 -0.096 -0.354 0.085
```
Forces are in eV/Å.

## Properties
Strongest force on any atom (eV/A): 4.312
Expectation value of S²: 6.09
Multiplicity: 5
HOMO energy (alpha / beta) (eV): -8.8 / -8.8

# C27H35F5N4OP2PbTe

A structure of composition C27H35F5N4OP2PbTe in a non-equilibrium geometry (ωB97M-V with the def2-TZVPD basis set, the OMol25 dataset).

Geometry as XYZ:
```
76
Properties=species:S:1:pos:R:3:forces:R:3
Pb 0.76975 -2.04622 -2.17295 0.353 0.109 0.984
Te 1.27041 1.57121 0.20963 0.920 1.265 1.848
P -1.54999 1.11220 -1.80583 1.465 1.535 -4.793
P -1.72322 -2.11829 -0.46515 -1.118 -3.395 0.764
F 0.63446 0.44884 1.64434 0.818 1.494 -1.374
F 1.77409 2.71694 -1.23827 0.012 -0.706 1.665
F 1.96437 2.83178 1.48392 -0.598 -1.913 -1.733
F -0.30797 2.65821 0.33479 0.908 -1.061 -0.094
F 2.99456 0.66716 0.07982 -2.460 1.338 0.124
O 0.33323 0.48863 -1.05292 -1.336 0.954 0.312
N -0.68195 0.95204 -3.34357 -0.626 -0.709 0.372
N -1.59340 -4.06945 -0.68951 -0.108 1.940 -0.123
N -2.80033 -2.14394 0.88397 0.582 -0.032 0.235
N -2.17628 2.68036 -2.33654 -0.491 -0.896 1.423
C -0.87739 -4.66126 -5.66022 0.615 0.217 -1.305
C -3.63940 -3.40950 -5.06351 -0.813 -0.651 -0.295
C -2.50538 -3.64617 -4.11853 0.080 -0.106 0.618
C 1.42786 -1.95409 -0.01100 0.891 -0.112 0.482
C -2.52052 -5.02942 -1.07271 0.396 -0.566 -0.019
C -1.22856 -3.92328 -4.42756 -1.095 -0.472 0.120
C -2.32251 -1.69906 -6.56067 0.336 0.123 -0.808
C -0.53509 -6.08866 -0.80496 -0.269 1.038 0.070
C -2.37001 3.74447 -1.44018 0.281 1.816 -0.002
C 0.67304 1.28970 -3.45161 0.570 -0.622 -0.454
C -3.01101 -0.04288 -2.09430 -0.950 -1.219 1.481
C -4.50956 -1.86269 2.35087 1.014 -0.078 -0.850
C -2.22064 3.22718 -3.62967 1.000 1.031 -0.850
C -1.89988 -6.27711 -1.16279 0.010 1.282 0.268
C -3.35201 -2.29545 3.08268 0.329 0.016 -1.154
C 0.19118 -0.16050 -5.10575 -0.151 0.365 0.312
C -2.33984 4.60494 -3.53727 0.238 -1.862 -0.045
C -0.37492 -4.73729 -0.51099 0.249 -0.546 -0.554
C -0.97696 0.10813 -4.41439 0.239 -0.202 0.376
C -2.39869 4.93439 -2.14774 -0.007 -1.533 1.452
C -3.62605 -2.16398 -5.99726 -0.188 -0.252 0.038
C -2.32900 -2.48954 2.16766 -0.970 0.562 0.321
C -2.79985 -1.56873 -1.82829 -0.315 0.228 -0.610
C -1.34202 -3.97520 -6.97271 0.176 -0.367 0.164
C -4.14167 -1.78203 1.01291 -0.027 0.105 0.692
C 1.24303 0.57208 -4.47608 -0.600 0.071 0.271
C -1.30135 -2.48666 -6.90794 0.271 0.565 -0.456
H -3.55200 -4.78410 -1.26118 -0.054 0.080 0.079
H -1.99482 -0.13173 -4.67568 0.156 -0.316 0.166
H 0.49820 -4.23298 -0.13027 -0.239 -0.096 0.011
H -3.78335 -4.30750 -5.68728 -0.141 0.234 0.194
H -3.83982 0.30341 -1.44811 0.559 0.240 -0.156
H -4.06998 -1.30790 -5.45807 -0.045 -0.285 -0.193
H -2.32841 -1.98944 -2.73988 -0.230 0.066 0.461
H -2.37021 -7.21120 -1.43409 -0.051 0.160 0.044
H 2.38173 -1.40542 0.00618 -0.125 -0.370 -0.039
H -1.32163 -2.84390 2.29850 0.087 0.012 0.050
H -2.84002 -3.82992 -3.08963 0.559 0.999 -0.251
H -2.37428 5.30341 -4.35956 -0.197 -0.169 -0.054
H -4.71032 -1.51981 0.13968 -0.191 0.068 0.060
H 0.27113 -0.78842 -5.98216 -0.072 0.272 0.200
H -2.32716 -0.62909 -6.84371 0.450 -0.528 0.466
H -0.42511 -3.78012 -3.71967 -0.190 -0.792 0.568
H 0.70573 -1.32862 0.51581 0.211 -0.464 -0.183
H -3.28715 -2.43385 4.15054 0.023 -0.123 -0.095
H 1.12250 1.99865 -2.79618 0.044 0.095 -0.011
H -0.34330 -2.06793 -7.25439 -0.673 0.082 -0.140
H 2.28843 0.57418 -4.74695 -0.116 0.229 -0.121
H -2.40937 5.92313 -1.72077 -0.243 -0.025 0.052
H -4.30338 -2.41420 -6.83368 0.022 0.336 0.340
H 0.24035 -6.84422 -0.74943 -0.181 0.183 0.050
H 0.21461 -4.80568 -5.70021 -0.388 -0.117 -0.027
H 1.57547 -2.88296 0.56351 0.039 0.397 -0.342
H -3.77113 -2.08617 -1.68243 0.263 0.525 -0.426
H -3.34376 0.11369 -3.13995 0.512 0.240 0.454
H -4.55632 -3.29107 -4.45296 0.329 -0.337 -0.374
H -2.08986 2.60975 -4.50841 -0.083 0.135 0.242
H -2.35542 3.55205 -0.37823 -0.047 0.153 -0.081
H -5.48502 -1.64259 2.75721 0.060 -0.040 -0.092
H -0.64210 -4.30620 -7.75792 -0.590 0.075 0.076
H -2.36359 -4.29498 -7.21884 0.437 -0.030 -0.101
H -1.37213 -5.65268 -5.65153 0.473 0.355 0.297
```
Forces are in eV/Å.

## Properties
Total charge: +2
ΔE to the lowest compared entry with this formula, charge and spin (kJ/mol): 253.8
Strongest force on any atom (eV/A): 5.241
HOMO energy (alpha / beta) (eV): -13.6 / -13.5

# C27H35IN4P2Pt

A structure of composition C27H35IN4P2Pt in a non-equilibrium geometry (ωB97M-V with the def2-TZVPD basis set, the OMol25 dataset).

Geometry as XYZ:
```
70
Properties=species:S:1:pos:R:3:forces:R:3
Pt -3.15193 2.28618 0.08452 -0.018 0.504 0.685
I -2.37733 4.19126 -1.39999 0.081 0.005 -0.777
P 1.18819 -0.03889 -2.07598 1.682 -0.144 -2.155
P -1.57085 -1.02812 0.44982 -0.782 -3.083 1.560
N 2.68414 -0.91216 -1.79499 0.775 -0.166 1.153
N 1.40583 -0.12330 -3.87085 -0.955 -0.070 -0.454
N -2.91816 -2.12542 0.10686 -0.427 -0.059 -0.579
N -1.15983 -1.90579 1.96183 -0.005 0.912 0.309
C -0.37654 1.76671 2.22544 -0.658 1.042 1.446
C 1.62032 2.09767 0.59911 -0.563 -1.307 0.261
C 0.43547 1.21904 1.10519 0.064 -0.115 -0.793
C -4.99276 -2.72217 -0.58078 0.657 0.327 0.355
C 1.22312 4.50388 1.17280 0.576 1.444 0.651
C 0.55263 -0.10999 -5.97899 0.401 -0.183 0.745
C -4.19630 -1.65868 -0.18608 0.076 -0.882 -0.540
C 2.90323 -2.28980 -1.67995 1.046 0.522 0.745
C 4.81961 -1.23416 -1.06017 -1.122 0.341 -0.323
C 1.41243 4.51225 2.68320 1.147 -0.133 -0.132
C -2.93101 -3.51770 -0.04336 -1.047 0.402 -0.715
C -0.08288 -1.31986 -1.92160 -0.049 -0.556 0.084
C 4.18782 -2.52121 -1.19428 -0.704 0.656 -0.507
C -0.01017 2.58724 3.24787 -1.277 -1.510 -2.030
C -0.25405 -1.88761 -0.49536 0.357 0.233 -0.542
C -0.80861 -3.56134 3.44978 -0.092 0.598 -1.045
C -1.39809 -2.45580 4.13959 -0.124 0.475 -1.044
C -0.66947 -3.20676 2.11374 -0.049 0.378 0.695
C 3.88190 -0.27091 -1.40186 -0.146 -1.197 0.100
C -1.61696 -1.45261 3.20338 0.617 -1.115 -0.029
C -2.93453 3.56365 1.71825 -0.871 0.236 0.654
C 1.32489 3.16100 3.40483 0.784 0.154 0.410
C 1.70386 -0.98435 -5.96270 -0.106 0.491 1.589
C 2.19990 -0.99109 -4.65549 -0.971 0.647 -0.335
C -4.19170 -3.90950 -0.48870 0.926 0.906 0.476
C 0.38658 0.38827 -4.69307 0.924 -0.610 -0.524
C 1.26094 3.50568 0.30700 -0.316 -0.027 -0.321
H 2.12308 -2.97595 -1.92443 -0.204 -0.290 -0.057
H -0.49476 -2.95832 -0.59074 0.082 0.540 0.157
H -1.00575 -0.82457 -2.29317 0.400 -0.441 0.046
H -2.04733 -4.10445 0.13166 -0.149 -0.038 0.058
H 2.13197 -1.54503 -6.78511 -0.116 0.197 0.113
H 1.55488 3.29800 4.46416 -0.015 0.163 0.015
H 2.44850 2.00020 1.30940 -0.108 0.127 -0.400
H 0.20437 -2.13087 -2.59815 -0.374 0.152 -0.131
H -1.97074 4.00797 1.50352 0.147 0.094 0.251
H 0.77628 5.25640 3.18066 -0.230 -0.225 -0.364
H -0.22287 -3.74480 1.27084 -0.302 0.254 0.705
H 2.08133 2.47243 3.03721 0.029 0.134 0.066
H 1.28956 5.53332 0.77797 -0.855 -0.493 -0.018
H -0.06417 0.11007 -6.84545 0.139 0.018 0.298
H 0.79678 0.18256 1.27501 0.014 0.438 0.282
H -4.38297 -0.59976 -0.12027 -0.195 0.049 -0.007
H -1.64056 -2.40799 5.18615 0.003 0.037 0.060
H 3.95356 0.80474 -1.37662 -0.054 -0.034 -0.107
H 0.67758 -1.80288 0.09681 -0.374 -0.055 -0.307
H 3.05975 -1.48730 -4.21188 -0.329 0.134 -0.232
H -0.79308 2.99902 3.86657 -0.200 -0.027 0.176
H -6.02571 -2.67299 -0.89946 0.159 0.073 0.128
H -1.99705 -0.44344 3.29267 -0.016 -0.209 0.075
H -0.34306 1.08502 -4.29013 0.161 -0.162 -0.128
H -3.70833 4.36695 1.78441 0.432 -0.743 -0.467
H 4.63762 -3.48485 -0.94488 -0.294 0.404 -0.297
H -0.53986 -4.52112 3.85478 0.090 0.001 0.110
H -4.49866 -4.92383 -0.71415 0.078 0.207 0.094
H 5.84041 -1.03139 -0.76617 -0.176 -0.048 0.047
H -0.33243 1.08746 0.30330 0.898 0.430 0.075
H 0.98472 3.68675 -0.73838 0.440 0.259 0.268
H 2.42928 4.89861 2.86719 -0.115 0.028 -0.051
H 1.91952 1.64014 -0.34801 0.255 0.142 0.318
H -2.92252 3.06123 2.69686 0.030 -0.075 -0.436
H -1.46896 1.61302 2.05887 0.920 -0.160 0.590
```
Forces are in eV/Å.

## Properties
ΔE to the lowest compared entry with this formula, charge and spin (kJ/mol): 109.8
Strongest force on any atom (eV/A): 3.542
Expectation value of S²: 2.01
Multiplicity: 3
HOMO energy (alpha / beta) (eV): -7.8 / -8.4

# C27H35N3O4S2

A cluster of 2 separate species, C27H35N3O4S2 in total in a non-equilibrium geometry (ωB97M-V with the def2-TZVPD basis set, the OMol25 dataset).

Geometry as XYZ:
```
71
Properties=species:S:1:pos:R:3:forces:R:3
S -3.96029 5.86499 -3.92728 0.101 -0.604 -0.939
S -1.46093 4.40008 -4.59479 -0.099 0.503 0.759
O -0.24206 4.50171 -3.81252 -0.391 -0.216 -0.673
O -5.14705 5.33811 -4.56303 0.124 0.535 0.205
O -4.05781 6.84819 -2.87658 -0.126 -0.359 -0.299
O -1.66604 3.29886 -5.50215 0.253 0.384 0.313
N -0.96179 -0.00952 1.44576 2.056 1.348 1.074
N -1.68226 0.47410 0.45306 1.257 0.759 -0.012
N 0.20687 0.67941 1.41367 -2.630 -0.868 -0.176
C -2.74799 4.14281 -2.15709 0.492 2.665 -0.705
C 0.93738 0.63366 2.71801 -0.323 -0.509 -0.558
C -4.71204 5.23028 0.82015 0.100 -0.268 -0.107
C -1.57131 2.08987 -1.39592 1.125 -1.757 0.797
C 0.08157 1.28698 3.77472 -0.240 0.360 0.292
C -0.99978 1.44999 -0.26981 -1.437 0.084 -1.535
C -2.95598 -1.38697 1.05021 -0.727 -0.758 0.087
C 1.49980 2.83448 -1.38704 0.008 0.111 -0.075
C 2.69930 1.33162 0.14677 0.280 -0.113 -0.019
C -2.99528 -0.12672 0.22176 0.544 0.162 0.000
C -1.22721 7.61551 -7.13013 0.033 -0.217 0.123
C 1.52519 2.31141 0.05442 -0.571 -0.130 0.022
C -2.92801 6.58695 -5.21258 0.034 -0.204 0.409
C -5.24491 4.29470 -1.76395 0.335 -0.337 0.453
C -6.28137 4.77775 -0.96421 0.059 -0.094 -0.022
C -4.12063 0.83004 0.58531 -0.150 0.087 0.070
C 1.16820 -0.82607 3.02064 0.434 -0.522 0.253
C -2.82866 4.54125 -3.46437 -0.053 0.423 0.241
C -3.68123 4.70438 0.03988 0.031 0.357 -0.091
C -0.87637 6.43711 -6.46676 -0.239 -0.039 0.145
C 0.23504 1.55741 0.38016 1.190 -0.039 0.388
C -3.28892 7.76735 -5.85909 0.163 -0.129 -0.080
C 1.69613 3.46823 1.04615 0.079 0.142 -0.007
C -3.90323 4.34905 -1.29908 -0.908 -0.383 0.563
C -1.74252 5.93172 -5.49503 0.003 -0.003 -0.198
C -2.42418 8.27840 -6.83142 -0.252 -0.144 0.225
C -6.01923 5.26676 0.31821 0.320 0.293 -0.179
H 0.73244 3.60229 -1.55351 0.227 -0.287 0.041
H -0.55953 8.01314 -7.89382 -0.180 -0.070 0.203
H -2.13239 -2.02397 0.72080 -0.141 -0.004 0.086
H 3.63374 1.86466 -0.06393 -0.110 -0.103 -0.020
H -0.90091 0.80711 3.80395 0.177 0.077 0.051
H 2.79891 0.87029 1.13404 0.130 0.052 -0.390
H 0.84851 4.16090 0.96691 0.204 -0.089 0.021
H -0.90977 2.18847 -2.25890 -0.492 0.294 0.257
H 2.57593 0.53245 -0.59455 0.079 0.130 0.148
H -4.47343 5.62483 1.81056 -0.213 -0.241 -0.251
H -3.88577 -1.94763 0.95048 -0.059 0.065 -0.043
H -0.05377 2.35284 3.57060 -0.030 -0.081 0.041
H -4.11756 1.72691 -0.04669 0.027 -0.205 0.193
H -2.63229 1.92438 -1.53647 0.204 -0.367 -0.333
H -4.23235 8.24997 -5.59724 0.330 -0.058 -0.148
H 2.62415 4.01120 0.82443 -0.188 -0.022 0.081
H 1.87634 -1.27396 2.31786 -0.085 0.045 0.013
H -2.78993 -1.14672 2.10413 -0.221 -0.151 -0.207
H -2.70282 9.19531 -7.35745 0.190 -0.334 0.163
H 2.48106 3.27268 -1.62567 -0.261 -0.087 0.074
H -4.02071 1.14212 1.63355 -0.109 -0.074 -0.192
H -5.08366 0.31962 0.44602 0.222 0.150 0.097
H 1.32837 1.99829 -2.08175 0.002 0.336 0.127
H 1.74747 3.10717 2.08221 0.016 0.202 -0.243
H -3.03640 -0.34762 -0.84774 0.000 -0.025 -0.079
H 1.57616 -0.94451 4.02826 -0.039 0.028 -0.092
H 1.87337 1.16850 2.59308 -0.156 -0.063 0.080
H 0.55602 1.17602 4.75314 -0.011 0.066 -0.085
H 0.04143 5.89546 -6.68218 -0.108 0.216 -0.062
H -1.75201 4.06632 -1.69010 -0.999 -0.335 -0.496
H -7.29951 4.79614 -1.36740 0.398 -0.104 0.234
H -6.81958 5.71282 0.91374 0.242 -0.237 -0.179
H -2.66499 4.60306 0.43116 -0.290 0.225 -0.080
H -5.48692 3.80901 -2.71105 0.215 0.440 0.158
H 0.22588 -1.37452 2.95396 0.153 0.085 0.088
```
Forces are in eV/Å.

## Properties
Strongest force on any atom (eV/A): 2.800
HOMO energy (eV): -5.9

What is the strongest force on any atom in the third record?
3.542 eV/A